# 1
Entry from the Open Molecules 2025 dataset: the ion C12H14N with charge +1 in a non-equilibrium geometry (ωB97M-V with the def2-TZVPD basis set).

Results
Net charge ... +1
Spin multiplicity ... 1

Last column: Löwdin charge in e.
CARTESIAN COORDINATES (ANGSTROEM)
N 0.66741 0.76784 -1.17325  0.2057
C -3.12276 -0.04970 -0.44425  -0.1797
C -2.51427 1.20352 0.03240  0.1031
C -1.43818 1.80346 0.16675  -0.0116
C 1.06589 1.74366 -0.00537  -0.1565
C -0.13747 2.26284 0.48311  -0.0116
C 0.47801 -0.34138 -0.16401  -0.2112
C -0.60053 -1.01448 0.20033  0.0367
C 2.27381 1.22665 0.62230  -0.0394
C 1.82197 -0.40367 0.62574  -0.2110
C 2.68819 -1.24636 -0.27931  -0.0866
C -2.02117 -1.16344 -0.33293  -0.1958
C -3.23471 -1.17162 0.52769  -0.0657
H 2.30896 1.86672 1.47942  0.1085
H -2.12381 -1.83638 -1.14682  0.1268
H 2.15468 -2.05592 -1.00138  0.1522
H 3.46280 -1.69456 0.28730  0.0661
H -0.10019 1.19965 -1.60302  0.1417
H -3.24478 -1.14123 1.56576  0.1030
H 3.32484 1.40594 0.11089  0.1628
H -3.75968 -0.02653 -1.25877  0.1175
H 3.19858 -0.53536 -0.99913  0.0842
H 1.72337 -1.05597 1.53196  0.1591
H 1.42671 0.70755 -1.80937  0.1602
H -3.84967 -2.02855 0.10952  0.1455
H -0.47165 -1.47420 1.20247  0.1477
H 0.02364 3.05152 1.27198  0.1486


# 2
Entry from the Open Molecules 2025 dataset: a structure of composition C12H14N2O2Sn in a non-equilibrium geometry (ωB97M-V with the def2-TZVPD basis set).

Results
Spin multiplicity ... 1

Last column: Löwdin charge in e.
CARTESIAN COORDINATES (ANGSTROEM)
Sn 0.15431 0.04399 -0.02506  1.4081
O -0.73021 -3.17155 -0.85467  0.0937
O 1.44222 -1.16593 2.71829  0.0724
N 1.17796 0.11850 -1.84599  -0.1638
N 0.06602 -1.81149 0.90878  -0.0101
C 2.02244 0.96533 0.21559  -0.2069
C 2.51800 2.11700 -2.10939  0.0556
C -1.81950 1.40640 -0.59187  -0.1708
C 0.65807 -3.45741 2.45540  -0.0931
C 0.79787 -1.99049 2.10466  -0.4626
C -0.37058 -3.00130 0.27729  -0.4541
C -2.40796 0.11982 -0.23753  -0.2014
C 2.17561 0.95190 -1.28764  -0.4852
C -2.38716 0.02059 1.16094  -0.1848
C -0.12703 -4.07678 1.35453  -0.0887
C -1.73534 1.20027 1.69303  -0.1428
C -1.20932 1.98398 0.60080  -0.2237
H 1.26379 -0.70981 -2.52191  0.0922
H 3.06641 2.99709 -1.91235  0.0172
H -2.88130 -0.55947 -0.96468  0.1173
H -1.50166 1.39599 2.76434  0.1125
H 1.63126 -3.88874 2.59176  0.1235
H 1.79731 1.83126 0.79377  0.0465
H -1.84226 1.87791 -1.56668  0.1104
H 0.31957 -4.96211 0.95347  0.1164
H 2.40012 1.88209 -3.14625  0.0261
H 0.19791 -3.58727 3.41662  0.1226
H -2.86102 -0.76526 1.75527  0.1076
H 2.44551 0.17844 0.83650  0.0385
H -0.80668 2.98638 0.64476  0.1072
H -1.06400 -4.45910 1.72369  0.1204


# 3
Entry from the Open Molecules 2025 dataset: a structure of composition C12H14N2S4Se2Te2Ti (ωB97M-V with the def2-TZVPD basis set).

Results
Spin multiplicity ... 1

Last column: Löwdin charge in e.
CARTESIAN COORDINATES (ANGSTROEM)
Te -2.87255 2.41383 -2.39333  0.2008
Te -1.80036 0.57200 -4.04135  0.2242
Se 0.35061 0.05762 -2.81354  -0.0015
Se -2.92862 1.01612 -0.30284  -0.0652
Ti -0.47914 0.25503 -0.47224  -0.0569
S 1.70088 -0.35729 0.22108  0.6113
S 0.19561 2.42991 -0.20693  0.5744
S -2.95810 -3.90047 -0.82193  1.1167
S -1.34550 -0.37945 4.18184  1.1202
N -1.40688 -1.93560 -0.40172  -0.0049
N -0.94248 -0.26863 1.68747  -0.0881
C -2.12839 -2.15766 0.76076  -0.3675
C -1.78434 -1.33779 1.91471  -0.3559
C -2.12600 -1.53945 3.20912  -0.3192
C 2.62990 3.49076 -0.97570  -0.1139
C 0.27380 1.50628 2.97419  -0.0957
C 4.01014 0.90752 -0.67433  -0.1189
C 1.91488 2.25878 -0.49327  -0.7515
C 2.54773 1.07294 -0.35390  -0.7709
C -0.62300 0.32942 2.81325  -0.6159
C -1.14122 -2.99248 -2.67076  -0.1297
C -3.02837 -3.16522 0.71127  -0.3237
C -1.73343 -2.82439 -1.31387  -0.6075
H -2.73973 -2.32197 3.62050  0.0831
H 4.19703 1.09628 -1.73414  0.0876
H -1.32894 -4.00182 -3.03408  0.0749
H -3.69716 -3.49972 1.48537  0.0839
H 4.62773 1.60719 -0.10698  0.0768
H 3.65577 3.53867 -0.61023  0.0696
H -0.21519 2.40219 2.59304  0.0693
H 2.11235 4.39382 -0.65301  0.0655
H 4.35201 -0.09993 -0.44691  0.0593
H -1.58974 -2.27705 -3.36130  0.0016
H 1.18096 1.35416 2.39038  0.0506
H 2.66699 3.51102 -2.06881  0.0895
H -0.07239 -2.80165 -2.63632  0.0513
H 0.52511 1.64703 4.02446  0.0761


It is found that the frontier orbital gap values, taken in the order of the records, are 8.839; 7.432; 6.382 eV.
It is found that the highest occupied orbital energy values, taken in the order of the records, are -12.85; -7.60; -7.09 eV.